Record 1
{"formula": "C8H10", "method": "the ωB97M-V functional and the def2-TZVPD basis", "elements": ["H", "C", "H", "H", "C", "H", "H", "H", "C", "C", "H", "C", "H", "H", "H", "C", "C", "C"], "positions_angstrom": [[-0.87351, 0.45768, -1.62627], [2.24512, 0.70225, 0.46894], [2.63206, 2.52973, -0.68595], [3.17883, 0.73459, 0.98834], [-0.04148, -0.26545, 0.27876], [-2.61238, -0.46197, -0.38465], [-2.92886, -2.08058, 0.05536], [-1.43077, -0.86909, 1.83139], [-1.05476, -1.16501, 0.87663], [0.72131, 1.62216, -1.21936], [-0.63292, -2.15493, 1.13456], [-2.16526, -1.37808, -0.19048], [-1.71882, -1.69167, -1.19371], [0.48038, 2.26191, -2.10888], [1.22768, -0.47215, 2.05736], [1.22892, -0.17252, 0.95685], [-0.17605, 0.69495, -0.76564], [1.92049, 1.70820, -0.47325]], "forces_ev_per_angstrom": [[-0.3, 0.4, 1.6], [-2.1, 0.8, 0.3], [-0.2, -0.8, 0.1], [0.4, 0.2, 0.2], [3.6, 2.4, 1.3], [-1.1, 1.8, -0.3], [-0.4, -0.6, 0.4], [-0.5, 0.9, 0.5], [-0.9, -1.9, -2.0], [1.5, 0.7, 1.3], [0.2, 0.4, -0.4], [1.8, -1.2, -0.6], [-0.4, 0.2, 1.4], [0.4, -0.7, 1.2], [0.7, -0.5, -1.8], [-1.3, 1.2, 0.2], [-2.1, -3.0, -2.7], [0.7, -0.3, -0.7]], "lowdin_charge": [0.117, -0.083, 0.101, 0.082, -0.233, 0.035, 0.055, 0.103, -0.212, -0.105, 0.117, -0.106, 0.103, 0.120, 0.131, -0.040, -0.090, -0.095], "e_homo_ev": -8.8, "molar_mass_da": 106.17, "charge": 0, "lumo_energy_ev": 1.10, "de_lowest_ev": 1.4802}


Record 2
{"formula": "C17H33NO6", "method": "the ωB97M-V functional and the def2-TZVPD basis", "elements": ["C", "C", "C", "C", "O", "H", "H", "H", "C", "H", "H", "O", "H", "H", "H", "H", "H", "H", "O", "C", "C", "H", "C", "H", "H", "H", "N", "H", "C", "H", "C", "C", "H", "H", "H", "O", "O", "C", "C", "C", "H", "H", "O", "H", "H", "H", "H", "H", "H", "H", "H", "H", "H", "C", "H", "C", "C"], "positions_angstrom": [[3.76153, -0.10120, -0.05030], [-5.08313, 0.10092, 0.99838], [2.24504, -1.96263, -0.63973], [2.26395, 4.37207, 0.45468], [3.88168, 0.47622, -1.78998], [-4.78069, -0.76774, 1.20956], [-7.06918, 0.19225, 1.88341], [1.90420, 4.36358, -0.63476], [-4.53469, 0.64913, -0.36070], [2.66220, 0.39900, 1.71550], [2.17572, -1.78610, -1.63733], [1.96708, -3.72472, 0.99609], [3.38542, 2.36909, -0.31788], [-2.79225, 1.04496, -2.22635], [1.37787, 5.01279, 1.23390], [-0.27892, 0.58078, -2.72906], [-0.86069, -0.28177, -1.33534], [0.98288, -3.78634, -0.60663], [1.03124, 2.44006, 1.81334], [2.68279, 0.51096, 0.43067], [-6.92694, -1.49433, 0.55253], [-2.60567, 1.39793, 0.77553], [-2.54304, 1.55796, -1.15846], [4.35528, -2.12124, -0.77264], [-0.73067, 2.01359, -0.21052], [1.31577, -3.33810, 1.22298], [2.72253, 1.92427, 0.50872], [-4.86616, 0.83251, 1.79538], [1.96595, 2.66949, 0.99996], [3.51843, -2.92935, 1.46293], [-0.98263, 1.81707, -1.35282], [-6.60548, -1.88024, -0.76825], [-4.85799, 1.68107, -0.25072], [4.79899, -0.08409, 0.23020], [-2.71908, -0.00592, -0.14449], [3.81750, -2.06294, 1.32982], [1.19860, -1.41216, 0.02529], [3.68164, -1.51883, -0.14803], [-6.49974, 0.02186, 0.92610], [1.92421, -3.69621, -0.42290], [-0.71897, 2.65998, -1.68004], [-7.07608, -2.92379, -1.17212], [1.14775, 0.27517, -1.36410], [-6.91684, -1.23231, -1.46361], [2.69807, -4.22985, -0.86896], [-5.53114, -1.82679, -0.72610], [3.06262, 0.35440, -1.90613], [-7.98112, -1.49136, 0.52911], [0.61701, 0.30546, 0.89423], [3.16217, 4.59876, 0.82020], [-4.75173, 0.16808, -1.06722], [-6.59326, -2.27931, 1.37018], [-7.06232, 0.68805, 0.19430], [-3.09432, 0.84973, -0.07746], [-2.89667, 2.71266, -1.46880], [1.34394, 0.09733, 0.10336], [-0.20000, 0.44137, -1.66868]], "forces_ev_per_angstrom": [[6.7, -1.4, -6.3], [-0.9, 7.8, -2.0], [1.4, -4.3, 1.5], [-8.4, -2.7, 1.7], [10.0, 0.2, 5.5], [3.1, -6.7, 1.9], [0.9, 0.0, -0.6], [1.2, 0.5, 1.7], [2.6, 8.3, 14.8], [0.3, -0.9, -3.1], [-0.1, 0.6, -3.2], [13.3, -9.8, -4.6], [-2.1, -1.6, 2.6], [0.0, 0.7, 2.2], [2.8, -1.9, -2.8], [0.4, -1.2, -1.0], [-0.8, -2.0, 0.8], [-5.6, -1.1, -2.6], [1.7, -0.1, -1.4], [-3.7, 3.3, 9.2], [-1.3, 0.9, 4.1], [-1.7, -0.8, 0.3], [2.5, 4.7, -9.5], [0.4, 1.1, 0.2], [0.0, -0.2, -1.6], [-13.4, 8.1, 5.2], [11.3, -4.5, -10.2], [0.7, -0.4, -0.4], [-9.6, 11.5, 6.2], [-1.2, -2.0, -0.5], [-1.5, -8.1, 9.0], [1.9, -5.0, -1.3], [-1.1, 0.0, -1.3], [0.3, 2.1, 0.8], [3.7, -7.5, 0.2], [2.0, 4.8, -2.2], [-0.2, 2.1, 2.7], [-3.8, -6.8, 1.8], [-5.8, -2.3, 0.0], [5.3, 6.4, 3.2], [2.0, 6.3, -4.0], [1.5, 2.1, 1.3], [-0.5, 2.4, 2.6], [-1.2, 2.8, -2.6], [0.8, -1.3, -0.7], [0.9, -0.9, -1.3], [-10.3, -1.3, -2.2], [-1.7, 0.0, 1.0], [-0.2, 1.0, -1.0], [3.8, 1.2, 0.5], [-3.0, -6.7, -10.6], [-0.4, 1.7, -1.5], [1.1, -0.6, 0.6], [-0.8, 5.6, 1.0], [0.0, -2.9, 1.6], [-2.0, -5.4, -3.7], [-1.1, 4.3, -2.1]], "lowdin_charge": [-0.101, -0.223, -0.212, 0.027, 0.014, 0.043, 0.119, 0.071, -0.121, 0.281, 0.107, 0.021, 0.250, 0.155, 0.157, 0.120, 0.093, 0.057, -0.015, -0.283, -0.295, 0.171, -0.260, 0.167, 0.128, -0.080, 0.097, 0.139, -0.556, 0.017, -0.112, -0.163, 0.136, 0.173, 0.048, -0.032, -0.037, -0.159, -0.213, 0.006, 0.012, 0.144, -0.071, 0.032, 0.107, 0.068, -0.126, 0.076, 0.173, -0.034, 0.000, 0.153, 0.136, -0.268, 0.174, -0.137, -0.173], "e_homo_ev": -9.3, "molar_mass_da": 347.45, "charge": 0, "lumo_energy_ev": 0.37, "de_lowest_ev": 18.7627}